{"formula": "C28H31N3O5", "method": "wB97M-V/def2-TZVPD", "symbols": ["C", "H", "H", "H", "C", "C", "C", "C", "C", "C", "C", "H", "H", "N", "C", "O", "C", "N", "C", "O", "C", "C", "C", "C", "O", "H", "H", "H", "H", "H", "H", "C", "C", "C", "C", "C", "C", "C", "H", "H", "H", "H", "H", "C", "O", "N", "H", "C", "H", "H", "C", "C", "H", "H", "C", "H", "H", "C", "H", "H", "O", "H", "H", "H", "H", "H", "H"], "coordinates": [[2.34, -4.43, -3.31], [1.25, -4.51, -3.35], [2.67, -3.73, -4.07], [2.76, -5.41, -3.53], [2.78, -3.96, -1.92], [2.19, -2.62, -1.61], [2.86, -1.45, -1.95], [2.31, -0.21, -1.69], [1.07, -0.12, -1.07], [0.37, -1.28, -0.76], [0.93, -2.52, -1.03], [0.39, -3.41, -0.77], [-0.61, -1.21, -0.31], [0.48, 1.14, -0.80], [0.96, 2.05, 0.07], [0.39, 3.10, 0.30], [2.31, 1.78, 0.76], [2.54, 0.41, 1.16], [1.60, -0.27, 1.86], [0.58, 0.24, 2.28], [1.92, -1.70, 2.03], [1.19, -2.69, 2.63], [1.93, -3.88, 2.45], [3.04, -3.53, 1.76], [3.05, -2.21, 1.50], [3.88, -4.10, 1.41], [1.66, -4.86, 2.79], [0.25, -2.57, 3.13], [3.32, -0.09, 0.77], [3.11, 2.10, 0.10], [2.30, 2.43, 1.64], [-0.80, 1.39, -1.49], [-0.81, 2.76, -2.14], [0.33, 3.22, -2.79], [0.33, 4.45, -3.42], [-0.81, 5.23, -3.43], [-1.96, 4.77, -2.81], [-1.96, 3.54, -2.17], [-2.86, 3.19, -1.70], [-2.85, 5.37, -2.81], [-0.80, 6.20, -3.92], [1.23, 4.80, -3.91], [1.22, 2.61, -2.80], [-2.01, 1.12, -0.58], [-2.79, 0.22, -0.84], [-2.13, 1.95, 0.46], [-1.40, 2.63, 0.63], [-3.19, 1.82, 1.44], [-3.51, 2.82, 1.74], [-4.03, 1.31, 0.96], [-2.74, 1.04, 2.68], [-2.53, -0.46, 2.40], [-2.99, -0.72, 1.45], [-1.48, -0.69, 2.37], [-3.27, -1.14, 3.55], [-2.62, -1.25, 4.42], [-3.68, -2.11, 3.28], [-4.36, -0.10, 3.86], [-4.74, -0.16, 4.88], [-5.20, -0.21, 3.16], [-3.73, 1.15, 3.70], [-1.82, 1.50, 3.07], [-0.86, 0.64, -2.29], [2.84, 0.69, -1.96], [3.83, -1.51, -2.42], [2.45, -4.69, -1.17], [3.87, -3.91, -1.89]], "mulliken_charge": [-1.281, 0.333, 0.335, 0.408, -1.328, 0.953, -0.913, -0.497, -0.749, 0.131, -0.697, 0.448, 0.451, 0.948, 0.978, -0.767, -1.506, 0.025, -0.055, -0.647, 0.387, -0.153, -0.662, -0.559, -0.379, 0.567, 0.496, 0.701, 0.403, 0.423, 0.385, 0.951, 0.313, -0.224, -0.895, -0.474, -0.892, -0.436, 0.413, 0.406, 0.391, 0.409, 0.353, -0.417, -0.723, 0.479, 0.225, -1.256, 0.329, 0.390, 0.460, 0.651, 0.372, -0.828, -0.657, 0.323, 0.366, -0.599, 0.373, 0.277, -0.544, 0.184, 0.517, 0.382, 0.399, 0.360, 0.443], "total_charge": 0, "relative_energy_ev": 1.704, "fmax_ev_per_a": 1.268}

{"formula": "CH30CdO18", "method": "wB97M-V/def2-TZVPD", "symbols": ["Cd", "C", "O", "O", "O", "O", "H", "H", "O", "H", "H", "O", "H", "H", "O", "H", "H", "O", "H", "H", "O", "H", "H", "O", "H", "H", "O", "H", "H", "O", "H", "H", "O", "H", "H", "O", "H", "H", "O", "H", "H", "O", "H", "H", "O", "H", "H", "O", "H", "H"], "coordinates": [[0.02, -0.90, 2.13], [-0.39, -0.28, -0.29], [-1.30, -0.11, 0.70], [0.65, -0.94, 0.08], [-0.39, 0.69, -1.12], [-1.84, -2.02, 2.78], [-1.73, -2.83, 3.27], [-2.47, -2.38, 2.12], [-0.98, 0.81, 3.54], [-1.30, 1.56, 2.99], [-1.75, 0.48, 3.95], [1.50, 2.76, -2.98], [1.21, 1.89, -3.27], [2.37, 2.72, -3.44], [-1.37, 2.91, -1.91], [-0.98, 2.14, -1.47], [-2.10, 3.02, -1.30], [-2.46, -2.34, -0.19], [-2.03, -1.54, -0.02], [-3.34, -2.11, -0.42], [0.54, 0.34, -3.49], [0.19, 0.40, -2.59], [1.35, -0.19, -3.55], [0.73, -3.07, 1.65], [0.48, -3.41, 0.77], [1.64, -3.36, 1.91], [-0.27, 2.51, 0.99], [-0.36, 1.64, 0.59], [0.33, 3.03, 0.48], [-3.10, 0.42, -1.77], [-2.15, 0.53, -1.87], [-3.32, 1.00, -1.01], [0.15, -2.36, -2.31], [0.17, -1.53, -1.76], [0.40, -1.98, -3.15], [-3.14, 1.60, 1.34], [-2.53, 2.38, 1.21], [-2.50, 0.91, 1.18], [3.18, -1.56, 2.07], [3.34, -1.31, 1.16], [3.93, -2.14, 2.23], [1.45, 0.77, 2.30], [2.27, 0.73, 1.85], [1.31, 1.70, 2.48], [2.49, 1.06, -1.02], [2.26, 1.61, -1.78], [1.65, 0.77, -0.77], [2.98, -1.67, -0.81], [2.13, -1.58, -0.41], [3.06, -0.77, -1.07]], "mulliken_charge": [0.297, 1.079, 0.558, 0.084, 0.511, -0.599, 0.295, 0.295, -0.601, 0.327, 0.334, -0.685, 0.491, 0.287, -0.714, 0.186, 0.366, -0.757, -0.067, 0.247, -0.862, 0.056, 0.393, -0.556, 0.298, 0.302, -0.680, -0.070, 0.389, -0.682, 0.272, 0.361, -0.676, -0.054, 0.338, -0.764, 0.387, -0.019, -0.627, 0.323, 0.291, -0.432, 0.211, 0.263, -0.882, 0.377, 0.160, -0.872, 0.390, 0.430], "total_charge": 0, "relative_energy_ev": 0.000, "fmax_ev_per_a": 5.954}

no.,Kohn-Sham gap (eV),HOMO level (eV)
1,9.205,-8.78
2,9.142,-10.00